No. 1
{
  "formula": "C6H9N2",
  "method": "ωB97M-V with the def2-TZVPD basis set",
  "total_charge": 1,
  "lumo_ev": -4.0,
  "fmax_ha_per_bohr": 0.1104,
  "e_above_lowest_kj_mol": 950.3,
  "homo_lumo_gap_ev": 8.872,
  "species": ["C", "C", "C", "C", "C", "C", "N", "N", "H", "H", "H", "H", "H", "H", "H", "H", "H"],
  "positions_angstrom": [[0.9657, -1.3971, 0.1139], [-0.8381, 1.0844, 0.3472], [0.3411, 0.4573, 0.1506], [-0.2816, -0.8572, 0.1067], [2.9634, 0.4365, -0.1166], [-2.7380, -0.0758, -0.3958], [1.6028, -0.1558, 0.0622], [-1.5881, -0.1467, 0.4442], [1.7490, -2.6549, -0.0226], [-1.2395, 2.0664, 0.3983], [3.3964, 0.2708, -1.0770], [2.9842, 1.5603, -0.0215], [3.5194, -0.1309, 0.6254], [-3.3185, 0.7887, 0.0167], [-2.3599, 0.2167, -1.4103], [-3.1770, -1.0983, -0.4984], [-1.9812, -0.3644, 1.2769]],
  "atomic_forces_ev_per_a": [[2.4649, -5.0626, -0.7105], [3.0923, 0.6051, 0.3473], [0.1406, -0.7720, -0.3884], [-0.8676, 0.8925, 0.1480], [-0.6661, -0.3976, 0.7992], [-0.9276, -0.3777, -3.0962], [0.8747, 3.5415, -0.4160], [0.7785, -0.8441, -2.2377], [-2.9549, 4.1965, 0.6205], [-0.3616, 0.5039, 0.2647], [-0.0147, -0.5350, -0.8854], [-0.4538, -1.3900, 0.6007], [0.7288, 0.7521, 0.0717], [-0.1813, -1.2488, -0.4455], [-0.5727, -0.2275, 0.7713], [-0.3388, 1.1780, 0.3746], [-0.7406, -0.8143, 4.1817]],
  "lowdin_charge": [0.032, 0.072, -0.115, -0.065, 0.010, 0.001, -0.079, -0.075, 0.267, 0.130, 0.070, 0.121, 0.088, 0.136, 0.132, 0.134, 0.141]
}

No. 2
{
  "formula": "C4H9NO",
  "method": "ωB97M-V with the def2-TZVPD basis set",
  "lumo_ev": 1.1,
  "smiles": "C/N=C/O.C=C",
  "fmax_ha_per_bohr": 0.0101,
  "e_above_lowest_kj_mol": 198.6,
  "homo_lumo_gap_ev": 10.892,
  "species": ["C", "C", "N", "C", "C", "O", "H", "H", "H", "H", "H", "H", "H", "H", "H"],
  "positions_angstrom": [[-2.2155, -1.1202, 1.4546], [-1.9948, -0.1660, 0.5533], [0.8463, 0.5438, -0.5672], [1.4964, 1.5224, -1.4098], [1.5397, -0.4289, -0.1582], [1.0556, -1.3975, 0.6281], [-2.1787, -0.9161, 2.5221], [0.1161, -1.1872, 0.7991], [-2.4474, -2.1416, 1.1615], [-1.7539, 0.8539, 0.8393], [-2.0250, -0.3626, -0.5153], [1.4133, 2.5135, -0.9501], [0.9860, 1.5711, -2.3782], [2.5634, 1.3144, -1.5913], [2.5987, -0.5992, -0.3880]],
  "atomic_forces_ev_per_a": [[-0.0015, 0.1099, -0.1053], [-0.0835, -0.1148, 0.1261], [0.2933, -0.3977, 0.1644], [0.1037, 0.1740, -0.1390], [0.0037, 0.3453, -0.2146], [-0.2251, 0.0311, 0.0568], [0.0050, -0.0103, -0.1532], [0.1088, -0.0626, 0.0043], [0.0290, 0.1493, 0.0184], [-0.0401, -0.1674, -0.0104], [-0.0100, -0.0060, 0.1688], [0.0192, -0.1395, -0.0777], [0.0771, 0.0015, 0.1369], [-0.1548, 0.0051, 0.0377], [-0.1247, 0.0823, -0.0133]],
  "lowdin_charge": [-0.086, -0.101, -0.015, -0.147, -0.308, 0.029, 0.054, 0.056, 0.055, 0.056, 0.058, 0.072, 0.072, 0.070, 0.135]
}

No. 3
{
  "formula": "C3H9N3",
  "method": "ωB97M-V with the def2-TZVPD basis set",
  "lumo_ev": [0.6, 0.6],
  "fmax_ha_per_bohr": 0.0610,
  "e_above_lowest_kj_mol": 567.9,
  "homo_lumo_gap_ev": [8.643, 9.445],
  "species": ["C", "C", "C", "N", "N", "N", "H", "H", "H", "H", "H", "H", "H", "H", "H"],
  "positions_angstrom": [[0.4791, 1.3483, 0.5103], [0.4174, -0.2061, 0.3009], [1.6377, -0.9369, -0.3639], [-0.4976, 1.3522, -0.6326], [-0.6231, -0.0301, -0.7426], [-2.4652, -0.7276, 0.2675], [0.0602, 1.6618, 1.4154], [1.4296, 1.8505, 0.3311], [0.1076, -0.5288, 1.2705], [1.5112, -2.0300, -0.5910], [2.4416, -0.9058, 0.4175], [2.1676, -0.6886, -1.3100], [-1.3722, 1.8055, -0.3749], [-2.1637, -1.6542, 0.0255], [-3.1300, -0.3100, -0.5236]],
  "atomic_forces_ev_per_a": [[0.2410, -1.3681, -2.6019], [1.8048, 0.6586, -2.1361], [1.3450, -1.3495, 1.5597], [-0.0207, 0.7378, 0.9051], [-0.8985, 0.0975, 1.1176], [-0.8610, 2.6574, -1.4020], [-0.6375, 0.4657, 1.4395], [-0.1240, 0.0274, -0.2386], [-0.3306, -1.5337, 0.1587], [-0.6510, 0.7902, 0.7795], [-0.3840, -0.1693, -0.6070], [-1.0891, 1.2495, 0.5198], [-0.0261, 0.0500, -0.6436], [-0.2525, -0.6057, -0.6903], [1.8844, -1.7078, 1.8394]],
  "lowdin_charge": [-0.114, -0.358, -0.074, -0.050, -0.007, 0.002, 0.080, 0.104, 0.111, 0.073, 0.072, 0.075, 0.107, -0.052, 0.031]
}

No. 4
{
  "formula": "C45H39N2P2ReSbSe5Si",
  "method": "ωB97M-V with the def2-TZVPD basis set",
  "total_charge": 3,
  "lumo_ev": -9.6,
  "fmax_ha_per_bohr": 0.0134,
  "homo_lumo_gap_ev": 5.803,
  "species": ["Re", "C", "Si", "C", "C", "C", "C", "C", "C", "P", "C", "C", "C", "C", "C", "C", "C", "C", "C", "C", "C", "C", "C", "C", "C", "C", "C", "C", "P", "C", "C", "C", "C", "C", "C", "C", "C", "C", "C", "C", "C", "H", "H", "H", "H", "H", "H", "H", "H", "H", "H", "H", "H", "H", "H", "H", "H", "H", "H", "H", "H", "H", "H", "H", "H", "H", "H", "H", "H", "H", "H", "H", "Se", "Sb", "Se", "Se", "Se", "C", "N", "C", "Se", "N", "C", "C", "C", "C", "C", "C", "H", "H", "H", "H", "H", "H", "H", "H"],
  "positions_angstrom": [[0.0962, -0.1039, 0.1793], [2.9237, 0.0550, 2.8226], [1.7095, -1.0859, 1.9727], [2.6918, -2.3953, 1.0643], [3.8871, -2.9107, 1.5700], [4.5493, -3.9377, 0.9144], [4.0266, -4.4792, -0.2559], [2.8437, -3.9839, -0.7784], [2.1957, -2.9366, -0.1243], [0.5825, -2.3846, -0.7277], [0.7517, -2.1878, -2.5334], [2.0233, -1.9429, -3.0563], [2.2143, -1.8693, -4.4322], [1.1410, -2.0380, -5.2961], [-0.1363, -2.2259, -4.7820], [-0.3342, -2.2822, -3.4102], [-0.4731, -3.8184, -0.3441], [-1.2746, -4.5094, -1.2483], [-1.9035, -5.6877, -0.8619], [-1.7220, -6.1950, 0.4131], [-0.9068, -5.5214, 1.3167], [-0.2857, -4.3455, 0.9404], [0.6781, -1.7361, 3.3798], [1.0907, -2.6569, 4.3421], [0.3202, -2.8737, 5.4758], [-0.8621, -2.1627, 5.6775], [-1.2875, -1.2447, 4.7324], [-0.5151, -1.0611, 3.5855], [-1.0701, 0.0066, 2.2609], [-1.6061, 1.5856, 2.9089], [-0.6491, 2.5940, 3.0307], [-1.0043, 3.8113, 3.5890], [-2.3065, 4.0178, 4.0272], [-3.2569, 3.0119, 3.9120], [-2.9123, 1.7892, 3.3547], [-2.4415, -0.8667, 1.4459], [-3.4903, -0.2314, 0.7534], [-4.5424, -0.9679, 0.2444], [-4.5729, -2.3503, 0.4093], [-3.5575, -2.9892, 1.1065], [-2.5064, -2.2566, 1.6270], [3.2600, -0.4900, 3.7107], [2.4634, 0.9777, 3.1836], [3.8043, 0.3119, 2.2358], [4.3133, -2.5060, 2.4803], [5.4762, -4.3239, 1.3165], [4.5426, -5.2859, -0.7580], [2.4314, -4.4117, -1.6849], [2.8783, -1.8606, -2.3965], [3.2122, -1.7200, -4.8233], [1.2962, -2.0222, -6.3666], [-0.9783, -2.3470, -5.4510], [-1.3393, -2.4234, -3.0331], [-1.4007, -4.1748, -2.2652], [-2.5174, -6.2210, -1.5750], [-2.1976, -7.1239, 0.6982], [-0.7393, -5.9257, 2.3061], [0.3687, -3.8472, 1.6450], [2.0221, -3.1971, 4.2173], [0.6471, -3.5857, 6.2219], [-1.4469, -2.3297, 6.5715], [-2.2111, -0.6966, 4.8787], [0.3684, 2.4259, 2.6907], [-0.2670, 4.5963, 3.6875], [-2.5806, 4.9671, 4.4670], [-4.2669, 3.1768, 4.2616], [-3.6526, 1.0024, 3.2782], [-3.5090, 0.8458, 0.6577], [-5.3529, -0.4622, -0.2630], [-5.4010, -2.9235, 0.0137], [-3.5904, -4.0586, 1.2640], [-1.7506, -2.7606, 2.2087], [2.0638, 4.1623, 1.1031], [1.1222, 4.2645, -1.0212], [2.0622, 1.0147, -0.0052], [-1.2345, 2.0384, -0.2472], [2.2147, 2.1136, -2.0758], [-3.2779, 2.3171, -4.0567], [-1.9266, 1.8447, -4.3597], [-1.0843, 1.1596, -3.5747], [-1.6238, 0.4336, -1.8903], [0.0364, 0.9198, -4.2408], [-0.0389, 1.4830, -5.5038], [0.8697, 1.5315, -6.5589], [0.4460, 2.1904, -7.6904], [-0.8327, 2.7821, -7.7743], [-1.7270, 2.7378, -6.7288], [-1.2971, 2.0711, -5.5828], [-3.4956, 2.1777, -3.0021], [-4.0023, 1.7677, -4.6551], [-3.3391, 3.3773, -4.2927], [0.8392, 0.4477, -3.8447], [1.8498, 1.0800, -6.4932], [1.1082, 2.2595, -8.5421], [-1.1154, 3.2850, -8.6884], [-2.7048, 3.1925, -6.8024]],
  "atomic_forces_ev_per_a": [[-0.6203, 0.2687, 0.1396], [-0.0147, 0.1042, 0.0394], [0.1330, -0.1035, -0.0939], [-0.1996, -0.0409, -0.1550], [0.0230, 0.0330, 0.0183], [0.0018, -0.0356, -0.0338], [0.0017, 0.0396, 0.0335], [0.0054, -0.0242, 0.0688], [0.0250, -0.0166, 0.0035], [0.0385, 0.0462, 0.1541], [0.0464, -0.0304, -0.0013], [-0.0109, -0.0271, -0.0356], [0.0036, 0.0220, 0.0102], [-0.0124, 0.0409, 0.0019], [-0.0200, -0.0094, 0.0368], [0.0043, -0.0244, -0.0028], [0.1641, -0.1377, -0.0320], [-0.0359, 0.0548, -0.0003], [0.0074, 0.0229, -0.0395], [-0.0103, -0.0180, 0.0270], [-0.0278, 0.0108, -0.0127], [0.0009, 0.0236, -0.0675], [-0.0217, -0.0935, -0.0458], [0.0321, -0.0332, 0.0677], [0.0020, 0.0242, -0.0288], [0.0214, 0.0208, -0.0558], [-0.0238, -0.0678, 0.0367], [-0.2675, 0.1557, 0.1554], [0.3330, -0.0699, -0.1256], [-0.0693, -0.0563, 0.0136], [-0.0396, 0.0050, -0.0219], [0.0237, 0.0057, -0.0088], [0.0013, 0.0031, 0.0026], [0.0007, -0.0389, -0.0016], [0.0564, 0.0024, 0.0308], [0.0666, -0.0173, -0.0758], [-0.0331, 0.1180, 0.0230], [0.0251, 0.0117, 0.0176], [0.0440, 0.0099, 0.0171], [-0.0316, -0.0361, -0.0104], [0.0255, 0.0170, -0.0116], [0.0189, 0.0248, -0.0028], [-0.0086, -0.0017, 0.0037], [0.0014, 0.0000, -0.0243], [0.0083, -0.0035, 0.0085], [0.0057, -0.0006, 0.0055], [0.0081, -0.0070, -0.0054], [0.0115, -0.0169, 0.0092], [-0.0086, 0.0290, -0.0269], [0.0021, 0.0149, -0.0042], [0.0066, -0.0101, -0.0148], [-0.0092, 0.0036, -0.0082], [0.0088, 0.0344, -0.0141], [0.0017, -0.0442, 0.0298], [0.0014, -0.0011, -0.0107], [0.0014, -0.0032, 0.0090], [-0.0003, 0.0010, 0.0105], [0.0125, -0.0156, 0.0250], [0.0093, -0.0183, 0.0135], [0.0018, -0.0158, -0.0079], [-0.0040, 0.0058, 0.0094], [0.0205, 0.0044, 0.0273], [-0.0018, 0.0064, 0.0102], [0.0147, 0.0066, -0.0059], [-0.0034, 0.0075, 0.0006], [-0.0057, 0.0035, 0.0032], [-0.0215, 0.0063, -0.0143], [0.0434, -0.0058, -0.0005], [-0.0091, -0.0054, 0.0021], [-0.0119, -0.0007, 0.0020], [0.0042, -0.0036, -0.0026], [0.0263, 0.0124, 0.0237], [0.0260, 0.0181, 0.0520], [0.0519, 0.0897, -0.0763], [0.2708, -0.0970, 0.1328], [0.0376, -0.1017, 0.0457], [-0.1440, 0.0282, -0.0739], [-0.0042, -0.0023, 0.0268], [0.0281, 0.0783, -0.0083], [-0.1770, 0.1155, -0.0515], [-0.0744, -0.1456, -0.1635], [0.1660, -0.0140, -0.0322], [-0.0075, -0.0301, 0.0435], [0.0053, -0.0148, -0.0069], [-0.0647, 0.0274, -0.0023], [0.0570, -0.0253, 0.0054], [-0.0187, 0.0103, -0.0002], [0.0007, -0.0162, 0.0482], [0.0248, -0.0198, -0.0139], [0.0184, -0.0097, -0.0113], [0.0135, 0.0007, -0.0021], [0.0129, -0.0667, 0.0134], [0.0062, -0.0002, 0.0014], [0.0022, 0.0037, -0.0060], [0.0031, 0.0012, -0.0084], [-0.0072, 0.0040, 0.0003]],
  "lowdin_charge": [0.210, -0.219, 0.458, -0.299, -0.059, -0.026, -0.026, -0.068, -0.403, 0.997, -0.366, -0.095, -0.050, -0.057, -0.057, -0.151, -0.327, -0.064, -0.048, -0.045, -0.043, -0.112, -0.308, -0.056, -0.024, -0.027, -0.044, -0.381, 0.921, -0.411, -0.144, -0.049, -0.028, -0.035, -0.076, -0.355, -0.169, -0.047, -0.011, -0.032, -0.071, 0.057, 0.036, 0.034, 0.114, 0.125, 0.124, 0.125, 0.113, 0.124, 0.123, 0.124, 0.087, 0.085, 0.121, 0.124, 0.123, 0.092, 0.117, 0.124, 0.124, 0.119, 0.042, 0.113, 0.125, 0.123, 0.114, 0.060, 0.123, 0.127, 0.118, 0.096, 0.029, 0.507, 0.212, 0.283, 0.043, 0.024, -0.041, -0.544, 0.714, 0.125, -0.155, 0.018, -0.027, -0.023, 0.026, -0.135, 0.065, 0.119, 0.115, 0.078, 0.125, 0.126, 0.127, 0.128]
}

No. 5
{
  "formula": "C3H4N4S",
  "method": "ωB97M-V with the def2-TZVPD basis set",
  "lumo_ev": -1.5,
  "smiles": "NNC1=NC(=S)C=N1",
  "fmax_ha_per_bohr": 0.0128,
  "e_above_lowest_kj_mol": 55.7,
  "homo_lumo_gap_ev": 7.458,
  "species": ["C", "C", "C", "H", "H", "H", "H", "N", "N", "N", "N", "S"],
  "positions_angstrom": [[0.2362, 0.2167, 0.0047], [-1.8319, -0.1359, -0.0010], [-1.5359, 1.3379, 0.0007], [1.8751, -1.6558, 0.8274], [1.8604, -1.6597, -0.8084], [2.1590, 0.8705, -0.0120], [-2.2990, 2.1221, -0.0095], [2.1989, -1.1658, 0.0004], [1.5601, 0.0735, -0.0032], [-0.6167, -0.7821, -0.0037], [-0.2761, 1.5522, 0.0037], [-3.3300, -0.7735, 0.0009]],
  "atomic_forces_ev_per_a": [[0.6043, -0.2456, -0.1050], [-0.4766, -0.4113, 0.0055], [-0.2227, 0.3724, -0.0366], [0.0386, -0.2402, -0.0723], [-0.0615, -0.4450, -0.2020], [0.0741, 0.4604, 0.0140], [0.3292, -0.2787, 0.0275], [-0.0235, 0.1788, 0.2432], [-0.4523, 0.0838, 0.0569], [0.0092, 0.4147, 0.0602], [-0.2199, -0.1124, 0.0155], [0.4010, 0.2233, -0.0068]],
  "lowdin_charge": [-0.410, -0.871, -0.132, 0.089, 0.082, 0.138, 0.117, 0.051, -0.003, 0.084, 0.142, 0.714]
}